Record 1
The following is a DFT calculation (the ωB97M-V functional and the def2-TZVPD basis) of C4H6O2 as an isolated structure.

The geometry in XYZ format:
```
12
Properties=species:S:1:pos:R:3:forces:R:3:nbo_charge:R:1
C 1.605 0.406 -0.750 0.0 0.0 0.0 -0.71
C 0.416 0.410 0.143 0.0 0.0 0.0 0.59
O 0.033 1.467 0.746 0.0 -0.2 0.0 -0.60
C -0.462 -0.662 0.513 0.1 -0.3 -0.2 -0.69
C -1.822 -0.574 -0.060 -0.1 -0.1 0.1 0.40
O -2.552 -1.527 -0.223 0.2 0.3 0.1 -0.56
H 1.495 -0.328 -1.551 0.0 0.1 0.1 0.24
H 2.480 0.126 -0.151 -0.1 0.0 -0.1 0.26
H 1.781 1.405 -1.156 0.0 -0.1 0.1 0.25
H -0.091 -1.682 0.593 0.0 0.1 0.0 0.25
H -0.663 0.586 1.317 0.0 0.3 0.0 0.46
H -2.159 0.457 -0.312 0.0 -0.1 0.0 0.11
```
Positions in Å, forces in eV/Å.

Summary:
spin multiplicity = 1
HOMO level = -9.25 eV
HOMO-LUMO gap = 9.4 eV
net charge = 0
ΔE to the lowest compared entry with this formula, charge and spin = 3.219 eV



Record 2
The following is a DFT calculation (the ωB97M-V functional and the def2-TZVPD basis) of the molecule C6H8BrNO at a distorted geometry.

The geometry in XYZ format:
```
17
Properties=species:S:1:pos:R:3:forces:R:3:nbo_charge:R:1
C -2.240 -0.123 0.241 -0.9 -0.7 0.1 -0.05
C -1.338 -1.100 0.685 -1.1 1.9 -0.8 -0.05
C -1.819 1.810 -1.198 0.7 3.1 -0.8 0.11
C 0.931 -0.411 0.411 3.0 3.1 -1.9 0.45
C 2.302 -0.766 0.959 -0.3 -0.4 1.0 -0.69
C 0.782 0.711 -0.625 -1.7 -2.3 1.2 -0.71
N -2.136 0.828 -0.608 0.1 -1.2 0.1 -0.46
O -0.017 -1.115 0.776 -1.4 -1.9 1.4 -0.34
Br -1.687 1.769 -3.194 -0.2 -0.3 -0.2 -0.11
H -3.296 -0.178 0.529 0.5 -0.9 0.4 0.22
H -1.778 -1.799 1.297 -0.5 -1.6 1.2 0.19
H 2.232 -1.418 1.856 -0.3 -0.1 -0.8 0.23
H 2.779 0.115 1.439 0.0 -0.1 -1.0 0.24
H 2.952 -1.283 0.217 -0.3 0.7 0.4 0.24
H 0.002 0.432 -1.345 0.4 0.3 0.3 0.24
H 1.649 0.806 -1.145 2.9 -0.3 -1.6 0.23
H 0.683 1.722 -0.295 -1.0 0.7 0.9 0.25
```
Positions in Å, forces in eV/Å.

Summary:
spin multiplicity = 1
HOMO level (alpha / beta) = -6.71 / -7.00 eV
HOMO-LUMO gap (alpha / beta) = 6.0 / 6.9 eV
net charge = 0
ΔE to the lowest compared entry with this formula, charge and spin = 4.133 eV



Record 3
The following is a DFT calculation (the ωB97M-V functional and the def2-TZVPD basis) of C4H6O2 as an isolated structure at a distorted geometry.

The geometry in XYZ format:
```
12
Properties=species:S:1:pos:R:3:forces:R:3:nbo_charge:R:1
O -1.198 0.938 0.180 0.6 -0.9 1.3 -0.55
C -0.335 0.654 -0.808 0.5 -0.1 0.2 0.54
C 0.788 1.304 -1.133 -0.3 0.2 -0.3 -0.51
C -0.241 -0.191 1.193 -0.6 0.4 -0.3 -0.09
C -0.360 -1.286 0.170 0.0 -0.2 0.2 -0.13
O -0.413 -0.692 -1.116 0.1 0.0 -0.2 -0.52
H 1.525 0.780 -1.733 -0.3 0.2 -0.1 0.22
H 0.994 2.315 -0.806 -0.2 -0.1 -0.1 0.21
H -0.313 -0.634 2.210 -1.5 0.8 -0.3 0.21
H 0.428 0.637 1.236 1.4 -0.4 -0.2 0.22
H -1.308 -1.786 0.415 0.1 0.0 -0.2 0.19
H 0.435 -2.037 0.193 0.1 0.1 0.1 0.21
```
Positions in Å, forces in eV/Å.

Summary:
spin multiplicity = 1
HOMO level = -9.15 eV
HOMO-LUMO gap = 9.4 eV
net charge = 0
ΔE to the lowest compared entry with this formula, charge and spin = 4.085 eV



Record 4
The following is a DFT calculation (the ωB97M-V functional and the def2-TZVPD basis) of an isolated ion of composition CH3ClO3P and charge -1 at a distorted geometry.

The geometry in XYZ format:
```
9
Properties=species:S:1:pos:R:3:forces:R:3:nbo_charge:R:1
C -0.030 0.079 -0.030 0.0 2.3 -1.8 -1.05
O -2.262 1.274 -1.167 -0.4 -1.0 -1.5 -1.15
O -1.319 2.540 0.765 1.2 1.1 1.1 -1.15
O -2.439 0.172 1.347 2.1 0.4 -1.7 -0.85
P -1.465 1.276 0.055 -0.6 -1.1 1.7 2.31
Cl -3.811 0.967 1.711 -1.1 0.4 0.4 0.17
H 0.860 0.280 0.577 -1.0 -0.9 1.1 0.24
H -0.654 -0.791 -0.148 0.8 -1.1 0.7 0.26
H 0.501 0.261 -0.996 -1.1 -0.1 0.0 0.22
```
Positions in Å, forces in eV/Å.

Summary:
spin multiplicity = 1
HOMO level = -4.93 eV
HOMO-LUMO gap = 8.9 eV
net charge = -1
ΔE to the lowest compared entry with this formula, charge and spin = 1.023 eV